Entry one
{"formula": "C3H12NO3", "method": "wB97M-V/def2-TZVPD", "homo_lumo_gap_ev": 12.07, "homo_energy_ev": -15.16, "mol_weight_da": 110.13, "total_charge": 1, "species": ["O", "O", "O", "N", "C", "C", "C", "H", "H", "H", "H", "H", "H", "H", "H", "H", "H", "H", "H"], "coordinates": [[-2.05, 0.51, -0.81], [-0.49, -2.83, 0.24], [2.06, -0.19, 0.06], [-0.29, -0.16, 1.07], [1.58, 1.14, 0.01], [0.04, 1.08, 0.29], [-0.77, 1.14, -0.98], [-0.29, 0.78, -1.88], [-2.74, 1.17, -0.84], [-0.13, -3.50, 0.82], [2.03, 1.74, 0.81], [-1.02, 2.17, -1.20], [-1.10, -0.52, 0.50], [-0.27, 1.98, 0.84], [2.96, -0.24, 0.40], [0.46, -0.88, 0.94], [1.73, 1.50, -1.03], [-0.46, -0.01, 2.06], [-0.44, -3.15, -0.66]]}

Entry two
{"formula": "C3H12NO3", "method": "wB97M-V/def2-TZVPD", "homo_lumo_gap_ev": 11.09, "homo_energy_ev": -14.32, "mol_weight_da": 110.13, "total_charge": 1, "species": ["O", "O", "O", "N", "C", "C", "C", "H", "H", "H", "H", "H", "H", "H", "H", "H", "H", "H", "H"], "coordinates": [[-1.78, -1.23, -1.76], [1.58, -2.06, 0.66], [0.76, 1.05, -1.69], [-0.22, 0.12, 0.73], [-0.25, 1.59, 0.41], [0.46, 1.87, -0.86], [-0.42, -0.18, 2.22], [-1.17, 0.47, 2.71], [0.49, 0.12, 2.74], [0.58, -0.40, 0.36], [-2.38, -1.73, -1.18], [1.58, -2.41, 1.55], [-1.07, -1.86, -1.90], [-1.29, 1.94, 0.35], [-1.11, -0.20, 0.32], [0.81, 2.90, -1.08], [-0.53, -1.25, 2.33], [0.25, 2.08, 1.26], [2.13, -2.68, 0.17]]}

Entry three
{"formula": "C3H12NO3", "method": "wB97M-V/def2-TZVPD", "homo_lumo_gap_ev": 10.88, "homo_energy_ev": -14.06, "mol_weight_da": 110.13, "total_charge": 1, "species": ["O", "O", "O", "N", "C", "C", "C", "H", "H", "H", "H", "H", "H", "H", "H", "H", "H", "H", "H"], "coordinates": [[1.82, 0.17, -1.50], [-1.18, 1.03, -2.22], [1.91, 0.70, 1.43], [-1.79, -0.28, -0.05], [-0.27, -0.22, 0.30], [0.10, -0.77, 1.65], [1.40, -0.10, 2.17], [2.56, 0.09, -2.10], [2.13, 0.60, -0.68], [0.05, 0.80, 0.18], [0.37, -1.85, 1.66], [-1.85, 0.08, -1.04], [-2.25, 0.41, 0.56], [-1.69, 1.06, -3.05], [0.09, -0.77, -0.55], [1.85, -0.35, 3.14], [-2.19, -1.20, 0.10], [-0.74, -0.81, 2.36], [-0.31, 1.42, -2.36]]}

The structure with the least stability is entry two.